DFT (ωB97M-V/def2-TZVPD) results for a 20-piece molecular cluster, C47H143N31O20 overall in a non-equilibrium geometry.

## Properties
**Spin multiplicity**: 1
**Energy above the lowest of the compared OMol25 structures with the same formula, charge and spin**: 0.00 kJ/mol
**Kohn-Sham gap**: 7.966 eV
**Calculated total energy**: -5078.7786 hartree

Last columns: bonded neighbours and bond lengths (Å).
Geometry (Å):
1 C 0.26 -4.79 2.24  O2 1.193, N3 1.310, N4 1.286
2 O -0.36 -4.11 1.47  C1 1.193
3 N -0.24 -5.72 3.01  C1 1.310, H5 1.010, H6 1.010
4 N 1.52 -4.64 2.45  C1 1.286, H7 1.010, H8 1.010
5 H 0.39 -6.23 3.62  N3 1.010
6 H -1.22 -5.96 2.98  N3 1.010
7 H 1.96 -5.33 3.04  N4 1.010
8 H 2.12 -4.09 1.86  N4 1.010
9 C -4.33 6.07 3.81  O10 1.235, N11 1.280, N12 1.241
10 O -4.16 7.24 3.46  C9 1.235
11 N -5.36 5.69 4.47  C9 1.280, H13 1.010, H14 1.010
12 N -3.48 5.23 3.51  C9 1.241, H15 1.010, H16 1.010
13 H -6.11 6.36 4.42  N11 1.010
14 H -5.56 4.70 4.49  N11 1.010
15 H -2.72 5.65 2.99  N12 1.010
16 H -3.71 4.25 3.64  N12 1.010
17 C -0.25 -0.02 0.31  O18 1.217, N19 1.333, N20 1.293
18 O -0.01 -0.51 -0.77  C17 1.217
19 N -0.55 1.27 0.48  C17 1.333, H21 1.010, H22 1.010
20 N 0.01 -0.61 1.43  C17 1.293, H23 1.010, H24 1.010
21 H -0.47 1.84 -0.35  N19 1.010
22 H -0.83 1.71 1.35  N19 1.010
23 H 0.32 -1.57 1.44  N20 1.010
24 H -0.14 -0.06 2.27  N20 1.010
25 C 0.34 1.05 5.09  O26 1.205, N27 1.363, N28 1.316
26 O 0.72 0.57 4.06  C25 1.205
27 N 1.12 1.02 6.20  C25 1.363, H29 1.010, H30 1.010
28 N -0.86 1.53 5.36  C25 1.316, H31 1.010, H32 1.010
29 H 0.80 1.36 7.10  N27 1.010
30 H 1.95 0.45 6.14  N27 1.010
31 H -1.49 1.71 4.59  N28 1.010
32 H -0.93 2.01 6.24  N28 1.010
33 C 3.91 5.65 -2.32  O34 1.184, N35 1.309, N36 1.283
34 O 4.09 5.01 -3.31  C33 1.184
35 N 3.99 6.95 -2.21  C33 1.309, H37 1.010, H38 1.010
36 N 3.55 5.12 -1.21  C33 1.283, H39 1.010, H40 1.010
37 H 4.53 7.39 -2.94  N35 1.010
38 H 3.53 7.47 -1.48  N35 1.010
39 H 3.31 5.67 -0.41  N36 1.010
40 H 3.20 4.19 -1.42  N36 1.010
41 C -2.60 1.50 -2.89  O42 1.285, N43 1.300, N44 1.285
42 O -3.42 2.35 -3.37  C41 1.285
43 N -2.48 1.39 -1.60  C41 1.300, H45 1.010, H46 1.010
44 N -1.69 0.86 -3.54  C41 1.285, H47 1.010, H48 1.010
45 H -1.96 0.75 -1.02  N43 1.010
46 H -2.95 2.15 -1.12  N43 1.010
47 H -1.05 0.28 -3.01  N44 1.010
48 H -1.68 0.95 -4.54  N44 1.010
49 C -2.63 -6.91 -0.64  O50 1.206, N51 1.314, N52 1.251
50 O -3.59 -6.95 0.09  C49 1.206
51 N -2.65 -7.45 -1.84  C49 1.314, H53 1.010, H54 1.010
52 N -1.57 -6.29 -0.40  C49 1.251, H55 1.010, H56 1.010
53 H -3.37 -8.06 -2.21  N51 1.010
54 H -1.79 -7.30 -2.35  N51 1.010
55 H -1.47 -5.52 0.24  N52 1.010
56 H -0.79 -6.82 -0.75  N52 1.010
57 C 1.97 3.48 2.54  O58 1.242, N59 1.300, N60 1.321
58 O 2.61 4.45 2.12  C57 1.242
59 N 0.76 3.57 3.01  C57 1.300, H61 1.010, H62 1.010
60 N 2.45 2.24 2.56  C57 1.321, H63 1.010, H64 1.010
61 H 0.29 2.74 3.34  N59 1.010
62 H 0.38 4.47 3.25  N59 1.010
63 H 3.41 2.08 2.31  N60 1.010
64 H 1.91 1.62 3.15  N60 1.010
65 C -3.59 -1.72 0.91  O66 1.184, N67 1.319, N68 1.307
66 O -4.67 -1.38 1.26  C65 1.184
67 N -2.84 -2.63 1.51  C65 1.319, H69 1.010, H70 1.010
68 N -3.09 -1.42 -0.25  C65 1.307, H71 1.010, H72 1.010
69 H -1.99 -3.05 1.17  N67 1.010
70 H -2.88 -2.76 2.51  N67 1.010
71 H -3.68 -0.85 -0.83  N68 1.010
72 H -2.12 -1.70 -0.30  N68 1.010
73 C -2.14 3.80 7.33  O74 1.242, N75 1.291, N76 1.335
74 O -1.56 2.78 7.74  C73 1.242
75 N -2.42 4.11 6.11  C73 1.291, H77 1.010, H78 1.010
76 N -2.54 4.85 8.05  C73 1.335, H79 1.010, H80 1.010
77 H -2.98 4.94 5.98  N75 1.010
78 H -2.21 3.38 5.45  N75 1.010
79 H -2.18 4.81 9.00  N76 1.010
80 H -2.83 5.76 7.73  N76 1.010
81 C -3.04 1.66 2.64  O82 1.163, N83 1.328, N84 1.299
82 O -2.25 2.39 3.08  C81 1.163
83 N -3.83 1.83 1.58  C81 1.328, H85 1.010, H86 1.010
84 N -3.41 0.58 3.26  C81 1.299, H87 1.010, H88 1.010
85 H -4.49 1.08 1.41  N83 1.010
86 H -3.87 2.75 1.18  N83 1.010
87 H -3.12 0.47 4.22  N84 1.010
88 H -3.85 -0.11 2.67  N84 1.010
89 C -6.33 -3.45 5.16  C90 1.497, H95 1.090, H96 1.090, H97 1.090
90 C -5.21 -3.11 4.22  C89 1.497, C91 1.582, N94 1.476, H98 1.090
91 C -3.78 -3.24 4.88  C90 1.582, O92 1.462, H99 1.090, H100 1.090
92 O -2.67 -2.94 3.98  C91 1.462, C93 1.438
93 C -1.40 -2.73 4.62  O92 1.438, H101 1.090, H102 1.090, H103 1.090
94 N -5.41 -4.04 3.09  C90 1.476, H104 1.010, H105 1.010
95 H -6.21 -2.99 6.14  C89 1.090
96 H -6.45 -4.53 5.25  C89 1.090
97 H -7.27 -3.20 4.68  C89 1.090
98 H -5.33 -2.11 3.81  C90 1.090
99 H -3.76 -4.22 5.35  C91 1.090
100 H -3.94 -2.61 5.75  C91 1.090
101 H -1.41 -1.81 5.20  C93 1.090
102 H -0.60 -2.57 3.89  C93 1.090
103 H -1.27 -3.53 5.35  C93 1.090
104 H -6.38 -4.12 2.80  N94 1.010
105 H -4.78 -3.76 2.35  N94 1.010
106 C -3.04 -0.11 -8.44  C107 1.502, H112 1.090, H113 1.090, H114 1.090
107 C -2.46 -1.47 -8.17  C106 1.502, C108 1.527, N111 1.494, H115 1.090
108 C -2.38 -2.00 -6.75  C107 1.527, O109 1.512, H116 1.090, H117 1.090
109 O -1.45 -1.26 -5.81  C108 1.512, C110 1.447
110 C -0.06 -1.23 -6.22  O109 1.447, H118 1.090, H119 1.090, H120 1.090
111 N -3.22 -2.35 -9.11  C107 1.494, H121 1.010, H122 1.010
112 H -4.12 -0.17 -8.56  C106 1.090
113 H -2.81 0.36 -9.40  C106 1.090
114 H -2.89 0.57 -7.59  C106 1.090
115 H -1.41 -1.55 -8.45  C107 1.090
116 H -2.02 -3.03 -6.68  C108 1.090
117 H -3.32 -2.27 -6.26  C108 1.090
118 H 0.54 -0.98 -5.35  C110 1.090
119 H 0.09 -0.55 -7.05  C110 1.090
120 H 0.08 -2.30 -6.40  C110 1.090
121 H -2.90 -3.31 -9.01  N111 1.010
122 H -2.93 -2.04 -10.02  N111 1.010
123 C 5.26 0.51 -2.27  C124 1.496, H129 1.090, H130 1.090, H131 1.090
124 C 4.21 1.47 -1.82  C123 1.496, C125 1.536, N128 1.452, H132 1.090
125 C 3.04 1.52 -2.82  C124 1.536, O126 1.470, H133 1.090, H134 1.090
126 O 1.93 2.41 -2.43  C125 1.470, C127 1.465
127 C 1.18 2.76 -3.63  O126 1.465, H135 1.090, H136 1.090, H137 1.090
128 N 3.85 0.91 -0.53  C124 1.452, H138 1.010, H139 1.010
129 H 6.12 0.50 -1.60  C123 1.090
130 H 5.70 0.62 -3.26  C123 1.090
131 H 4.68 -0.39 -2.47  C123 1.090
132 H 4.66 2.46 -1.79  C124 1.090
133 H 2.46 0.59 -2.84  C125 1.090
134 H 3.41 1.66 -3.83  C125 1.090
135 H 0.88 1.99 -4.34  C127 1.090
136 H 1.72 3.40 -4.33  C127 1.090
137 H 0.27 3.30 -3.36  C127 1.090
138 H 2.86 1.03 -0.36  N128 1.010
139 H 4.35 1.29 0.26  N128 1.010
140 C 5.77 -6.50 -4.43  C141 1.542, H146 1.090, H147 1.090, H148 1.090
141 C 4.93 -5.51 -5.26  C140 1.542, C142 1.542, N145 1.462, H149 1.090
142 C 4.97 -4.06 -4.73  C141 1.542, O143 1.412, H150 1.090, H151 1.090
143 O 3.77 -3.46 -5.18  C142 1.412, C144 1.439
144 C 3.69 -2.04 -5.00  O143 1.439, H152 1.090, H153 1.090, H154 1.090
145 N 5.44 -5.54 -6.63  C141 1.462, H155 1.010, H156 1.010
146 H 5.40 -6.34 -3.42  C140 1.090
147 H 6.84 -6.35 -4.35  C140 1.090
148 H 5.59 -7.57 -4.57  C140 1.090
149 H 3.88 -5.80 -5.19  C141 1.090
150 H 5.79 -3.48 -5.15  C142 1.090
151 H 5.06 -3.93 -3.65  C142 1.090
152 H 3.47 -1.78 -3.96  C144 1.090
153 H 2.89 -1.60 -5.60  C144 1.090
154 H 4.57 -1.49 -5.34  C144 1.090
155 H 6.45 -5.46 -6.57  N145 1.010
156 H 5.34 -4.62 -7.03  N145 1.010
157 C 4.17 -1.69 2.96  C158 1.484, H163 1.090, H164 1.090, H165 1.090
158 C 4.04 -2.02 4.39  C157 1.484, C159 1.447, N162 1.515, H166 1.090
159 C 4.51 -1.04 5.35  C158 1.447, O160 1.383, H167 1.090, H168 1.090
160 O 4.05 0.25 5.15  C159 1.383, C161 1.452
161 C 4.47 1.18 6.20  O160 1.452, H169 1.090, H170 1.090, H171 1.090
162 N 2.55 -2.27 4.56  C158 1.515, H172 1.010, H173 1.010
163 H 3.95 -2.51 2.28  C157 1.090
164 H 5.22 -1.56 2.69  C157 1.090
165 H 3.67 -0.76 2.70  C157 1.090
166 H 4.63 -2.90 4.66  C158 1.090
167 H 5.56 -0.78 5.29  C159 1.090
168 H 4.21 -1.38 6.34  C159 1.090
169 H 4.13 0.75 7.14  C161 1.090
170 H 3.94 2.12 6.05  C161 1.090
171 H 5.52 1.44 6.23  C161 1.090
172 H 2.10 -1.39 4.39  N162 1.010
173 H 2.27 -2.84 3.78  N162 1.010
174 C 1.64 9.40 0.32  C175 1.584, H180 1.090, H181 1.090, H182 1.090
175 C 1.62 7.99 1.05  C174 1.584, C176 1.510, N179 1.440, H183 1.090
176 C 0.43 7.12 0.71  C175 1.510, O177 1.425, H184 1.090, H185 1.090
177 O -0.81 7.83 0.77  C176 1.425, C178 1.432
178 C -1.52 7.85 2.02  O177 1.432, H186 1.090, H187 1.090, H188 1.090
179 N 2.86 7.25 0.98  C175 1.440, H189 1.010, H190 1.010
180 H 1.39 9.27 -0.73  C174 1.090
181 H 2.69 9.71 0.37  C174 1.090
182 H 0.93 10.15 0.67  C174 1.090
183 H 1.55 8.30 2.09  C175 1.090
184 H 0.51 6.18 1.26  C176 1.090
185 H 0.50 6.78 -0.32  C176 1.090
186 H -2.58 7.82 1.76  C178 1.090
187 H -1.57 8.75 2.63  C178 1.090
188 H -1.34 7.00 2.67  C178 1.090
189 H 2.76 6.44 1.58  N179 1.010
190 H 3.49 7.92 1.39  N179 1.010
191 C 4.69 -3.12 -0.59  C192 1.501, H197 1.090, H198 1.090, H199 1.090
192 C 3.29 -3.66 -0.64  C191 1.501, C193 1.563, N196 1.448, H200 1.090
193 C 3.28 -5.20 -0.37  C192 1.563, O194 1.488, H201 1.090, H202 1.090
194 O 3.90 -5.96 -1.48  C193 1.488, C195 1.413
195 C 3.77 -7.36 -1.37  O194 1.413, H203 1.090, H204 1.090, H205 1.090
196 N 2.54 -2.86 0.30  C192 1.448, H206 1.010, H207 1.010
197 H 4.76 -2.04 -0.70  C191 1.090
198 H 5.22 -3.56 -1.44  C191 1.090
199 H 5.07 -3.45 0.38  C191 1.090
200 H 3.00 -3.48 -1.68  C192 1.090
201 H 2.23 -5.46 -0.22  C193 1.090
202 H 3.71 -5.46 0.60  C193 1.090
203 H 2.75 -7.72 -1.21  C195 1.090
204 H 4.32 -7.62 -0.47  C195 1.090
205 H 4.29 -7.94 -2.13  C195 1.090
206 H 2.92 -1.93 0.42  N196 1.010
207 H 1.57 -2.81 0.03  N196 1.010
208 C -1.88 4.61 0.32  C209 1.517, H214 1.090, H215 1.090, H216 1.090
209 C -3.29 4.91 -0.15  C208 1.517, C210 1.586, N213 1.474, H217 1.090
210 C -3.29 6.02 -1.28  C209 1.586, O211 1.426, H218 1.090, H219 1.090
211 O -4.51 6.47 -1.88  C210 1.426, C212 1.446
212 C -5.48 7.02 -0.96  O211 1.446, H220 1.090, H221 1.090, H222 1.090
213 N -3.84 3.67 -0.71  C209 1.474, H223 1.010, H224 1.010
214 H -1.47 5.39 0.96  C208 1.090
215 H -1.12 4.38 -0.44  C208 1.090
216 H -1.89 3.74 0.99  C208 1.090
217 H -3.85 5.18 0.74  C209 1.090
218 H -2.77 5.60 -2.14  C210 1.090
219 H -2.81 6.91 -0.86  C210 1.090
220 H -6.52 6.88 -1.24  C212 1.090
221 H -5.37 8.11 -0.95  C212 1.090
222 H -5.38 6.55 0.02  C212 1.090
223 H -3.49 3.59 -1.65  N213 1.010
224 H -4.85 3.77 -0.76  N213 1.010
225 C -3.23 -4.40 -3.43  C226 1.498, H231 1.090, H232 1.090, H233 1.090
226 C -1.75 -4.17 -3.39  C225 1.498, C227 1.559, N230 1.501, H234 1.090
227 C -0.95 -4.86 -4.54  C226 1.559, O228 1.426, H235 1.090, H236 1.090
228 O -0.40 -6.06 -4.00  C227 1.426, C229 1.442
229 C 0.94 -5.98 -3.48  O228 1.442, H237 1.090, H238 1.090, H239 1.090
230 N -1.53 -2.69 -3.40  C226 1.501, H240 1.010, H241 1.010
231 H -3.45 -5.46 -3.52  C225 1.090
232 H -3.43 -4.01 -4.43  C225 1.090
233 H -3.93 -4.03 -2.68  C225 1.090
234 H -1.45 -4.57 -2.42  C226 1.090
235 H -0.22 -4.22 -5.02  C227 1.090
236 H -1.55 -5.10 -5.41  C227 1.090
237 H 1.16 -5.27 -2.68  C229 1.090
238 H 1.66 -5.93 -4.30  C229 1.090
239 H 1.26 -6.91 -3.00  C229 1.090
240 H -1.67 -2.23 -2.51  N230 1.010
241 H -1.81 -2.21 -4.24  N230 1.010

Results of the Mulliken charge analysis, in e, for atoms 1 through 8:
1 C 0.32
2 O -0.66
3 N -0.30
4 N 0.02
5 H 0.14
6 H 0.31
7 H 0.15
8 H -0.52